The following is a quantum chemistry calculation of a molecular structure, C39H31F7I2NO20, from the Open Molecules 2025 dataset.

Structure (XYZ):
```
100
Properties=species:S:1:pos:R:3:lowdin_charge:R:1
I 0.3040 7.1371 2.5343 0.9186
I 1.1969 3.7057 2.1079 1.1461
F 5.0770 6.6494 1.9947 0.1770
F 3.8787 5.5031 5.7409 0.1195
F 3.3093 7.5176 2.8703 0.1111
F 5.1378 8.3303 4.3197 0.1954
F 4.1444 7.5238 6.4354 0.2043
F 5.8093 6.1708 6.4487 0.2288
F 6.3561 6.5440 4.0808 0.1704
O 1.1487 6.9504 -6.5080 0.1107
O -6.7493 -4.5005 -3.0852 0.1201
O -6.0772 -9.5319 -8.0889 0.1222
O -0.8621 3.3909 -3.1904 0.0900
O -0.9257 5.6636 -7.3149 0.1293
O -3.8008 0.0353 -0.9225 0.1350
O 1.1258 4.6989 -2.3640 0.0910
O 4.7421 -2.6413 9.3341 0.1319
O -11.2636 -9.0898 -6.4887 0.1232
O -6.7719 -7.6864 -6.4543 0.0778
O -4.7313 -3.4932 -1.8364 0.0832
O 8.1152 -1.1966 5.3096 0.1188
O -1.8352 -6.8224 -3.4564 0.1223
O 0.1927 2.5199 -0.5246 -0.0643
O -2.5167 -2.2052 -0.6491 0.1164
O -3.8249 -7.8030 -4.7356 0.1059
O 6.1683 0.3465 5.9973 0.0577
O 6.6963 -4.1716 8.6710 0.1182
O -10.5689 -10.9408 -8.1224 0.1058
O 1.4191 0.3379 -0.2425 0.0759
N 3.5887 5.2440 2.9285 0.0104
C 0.2161 0.1659 -0.4068 -0.3103
C -0.4824 4.1988 -4.0244 -0.2982
C 5.1307 7.0062 4.3276 -0.3308
C -0.5928 1.4353 -0.5707 -0.2368
C -4.4538 -4.4956 -2.4804 -0.2937
C 6.2262 -0.6850 6.6566 -0.3060
C 5.5025 -2.2040 8.3534 -0.2254
C -7.3590 -9.5065 -7.7694 -0.2275
C -8.2757 -10.3669 -8.2384 0.0734
C 7.5449 -2.7996 6.9372 0.0786
C -3.1420 -5.0848 -2.5489 0.0715
C 2.2156 4.8877 3.5715 -0.6809
C 4.3441 1.9886 4.2398 0.0530
C -9.6394 -10.2274 -7.7891 -0.3083
C -4.1236 -6.8173 -4.0838 -0.2960
C -2.9795 -6.1829 -3.3043 -0.2247
C -1.7933 -1.1118 -0.6068 -0.2167
C -9.9853 -9.1115 -6.8136 -0.2281
C 1.6846 6.8800 5.2247 -0.1552
C -0.4567 -1.0993 -0.4356 0.0745
C -9.0672 -8.2499 -6.3454 0.0719
C 0.7299 6.1544 -5.6887 -0.3062
C 1.3029 5.9313 -4.3791 0.0716
C -5.4398 -6.2299 -4.0018 0.0787
C 1.2563 5.9783 4.0669 -0.8328
C 0.7294 5.0122 -3.5914 -0.2264
C -7.7077 -8.3953 -6.7940 -0.2963
C -2.6054 0.1679 -0.7681 -0.2890
C 5.3166 -1.0369 7.7107 0.0659
C -5.5966 -5.1349 -3.2438 -0.2211
C 4.2452 6.6179 3.0459 -0.4101
C -1.9159 1.4483 -0.7323 0.0837
C -0.4964 5.3548 -6.1080 -0.2256
C 6.6388 -3.1561 8.0044 -0.3036
C 4.7064 4.1708 3.1780 -0.0905
C 4.7390 6.5487 5.7950 -0.5489
C 7.3542 -1.6356 6.3002 -0.2295
C 4.3022 2.7325 3.1413 -0.2052
C -1.0666 4.4305 -5.3155 0.0752
H -8.0356 -11.1609 -8.9310 0.1368
H -9.3092 -7.4535 -5.6558 0.1353
H 2.4357 4.2023 4.3971 0.0857
H 0.4939 4.0014 -2.0622 0.0828
H -2.0256 -7.5722 -4.0606 0.1226
H 5.1152 -3.5052 9.6128 0.1284
H -6.2460 -6.6881 -4.5575 0.1076
H -2.4907 2.3536 -0.8651 0.1399
H -11.6808 -9.8326 -6.9754 0.1235
H 1.1007 2.1369 -0.4525 0.0758
H 4.1535 0.9182 4.2267 0.0825
H -3.4538 -1.9773 -0.8285 0.1036
H 4.6165 2.4240 5.2024 0.0789
H -0.3222 6.3553 -7.6589 0.1258
H -5.6491 -8.8144 -7.5762 0.1202
H 0.1251 -2.0024 -0.3168 0.1373
H 1.9430 6.2706 6.1028 0.0899
H 0.8301 7.5054 5.5090 0.0869
H 8.3471 -3.4797 6.6886 0.1399
H 7.7560 -0.3248 5.0506 0.1161
H -1.9340 3.8577 -5.6114 0.1376
H 5.1357 4.4033 4.1488 0.1128
H 2.5012 7.5643 4.9886 0.0597
H -2.3378 -4.6256 -1.9917 0.1260
H 0.4263 5.3589 4.4378 0.0691
H -6.5693 -3.7420 -2.4941 0.1188
H 3.3998 5.2064 1.9165 0.1261
H 4.5141 -0.3573 7.9599 0.1327
H 5.4486 4.3997 2.4054 0.1442
H 4.0573 2.2999 2.1736 0.0931
H 2.1650 6.5125 -4.0850 0.1337
```

Properties
Charge = +1
Gap between HOMO and LUMO = 0.268 hartree
E_HOMO = -10.6 eV